# C4H13NOS2

A cluster of 2 separate species, C4H13NOS2 in total in a non-equilibrium geometry (ωB97M-V/def2-TZVPD, OMol25).

Bonds (Å) are listed after each position.
Element x y z (Å)
1 C -2.096 0.075 1.826  S2 1.850, H8 1.035, H9 1.091, H10 1.099
2 S -1.954 -1.749 1.551  C1 1.850, S3 2.073
3 S -0.060 -2.253 0.877  S2 2.073, C4 1.763
4 C -0.023 -1.941 -0.858  S3 1.763, C5 1.652, H11 1.142, H12 1.080
5 C 0.752 -0.571 -1.358  C4 1.652, C6 1.676, N7 1.521, H13 1.055
6 C -0.333 0.706 -1.318  C5 1.676, H14 1.208, H15 1.063, H16 1.150
7 N 1.774 -0.277 -0.271  C5 1.521, H17 1.019, H18 1.006
8 H -2.704 0.079 2.663  C1 1.035
9 H -1.187 0.638 2.042  C1 1.091
10 H -2.595 0.528 0.957  C1 1.099
11 H 0.667 -2.792 -1.182  C4 1.142
12 H -0.944 -1.879 -1.419  C4 1.080
13 H 0.973 -0.634 -2.388  C5 1.055
14 H 0.005 1.865 -1.288  C6 1.208
15 H -1.059 0.474 -0.578  C6 1.063
16 H -0.867 0.505 -2.316  C6 1.150
17 H 1.341 0.386 0.370  N7 1.019
18 H 2.718 -0.082 -0.559  N7 1.006
19 O 1.519 2.403 1.026  H20 0.953, H21 0.924
20 H 1.860 1.922 1.774  O19 0.953
21 H 2.214 2.597 0.448  O19 0.924

The SMILES is CSSC[C@@H](C)N.O. The calculated total energy is -29565.193 eV. Its frontier orbital gap is 9.02 eV. Its spin multiplicity is 1. Its charge is 0. For the relative energy (zero: lowest compared OMol25 entry of this formula, charge and spin), the calculation gives 211.34 kJ/mol.